1.
C3H10NO2 | wB97M-V/def2-TZVPD

Summary:
Maximum force (eV/A): 3.94
Orbital gap (eV): 7.9588
Net charge: -1
HOMO (Ha): -0.13561
Relative energy (zero: lowest compared OMol25 entry of this formula, charge and spin) (eV): 1.9595
LUMO level (eV): 4.27

Last column: natural (NBO) charge in e.
Cartesian coordinates (Å):
C -1.345 -0.091 -0.220  -0.0241
O -1.430 -1.149 0.660  -0.8430
C 0.071 0.577 -0.711  -0.0625
C 0.370 1.606 0.349  -0.6278
N 1.195 -0.285 -1.090  -0.8906
H -1.782 0.893 0.283  0.1047
H -1.917 -0.401 -1.210  0.1124
H 0.060 1.237 -1.595  0.1557
H 0.603 0.890 1.175  0.2180
H 1.111 2.238 0.031  0.1867
H -0.503 2.166 0.361  0.1930
H 1.473 -0.809 -0.290  0.4010
H 0.940 -1.142 -1.515  0.3530
H -0.524 -1.711 0.995  0.5060
H 0.918 -1.886 1.853  0.4141
O 0.761 -2.133 0.925  -1.1965

---

2.
C3H10NO2 | wB97M-V/def2-TZVPD

Summary:
Maximum force (eV/A): 1.56
Orbital gap (eV): 7.8218
Net charge: -1
HOMO (Ha): -0.12506
Relative energy (zero: lowest compared OMol25 entry of this formula, charge and spin) (eV): 0.3240
LUMO level (eV): 4.42

Last column: natural (NBO) charge in e.
Cartesian coordinates (Å):
C 0.680 -0.439 0.047  -0.0439
O -0.537 -1.070 0.045  -0.9452
C 0.623 0.973 0.701  -0.0662
C -0.244 1.971 -0.103  -0.6154
N 0.092 0.834 2.051  -0.8598
H 1.072 -0.343 -0.987  0.1248
H 1.442 -1.003 0.649  0.0797
H 1.669 1.305 0.704  0.1474
H -1.224 1.847 0.357  0.2057
H 0.105 2.977 0.113  0.1815
H -0.193 1.794 -1.173  0.2113
H -0.878 0.530 2.047  0.3587
H 0.454 -0.044 2.417  0.3446
H -0.641 -1.507 -1.362  0.5024
H -0.309 -2.795 -2.078  0.4331
O -0.510 -1.885 -2.369  -1.0588

---

3.
C3H10NO2 | wB97M-V/def2-TZVPD

Summary:
Maximum force (eV/A): 1.78
Orbital gap (eV): 7.6336
Net charge: -1
HOMO (Ha): -0.12893
Relative energy (zero: lowest compared OMol25 entry of this formula, charge and spin) (eV): 0.4435
LUMO level (eV): 4.13

Last column: natural (NBO) charge in e.
Cartesian coordinates (Å):
C -0.615 -0.379 0.437  -0.2134
N -0.659 -0.344 -1.010  -0.6944
C 0.119 0.872 -1.533  0.1395
O 1.394 0.846 -1.149  -0.9365
C -1.637 -1.406 1.015  -0.6207
H -0.806 0.602 0.872  0.1767
H 0.350 -0.686 0.870  0.1616
H 0.036 -1.029 -1.314  0.3394
H 0.034 0.873 -2.644  0.0965
H -0.469 1.734 -1.110  0.0770
H -2.547 -1.240 0.438  0.2063
H -1.262 -2.412 0.803  0.1827
H -1.630 -1.287 2.094  0.1883
H 2.872 0.931 1.408  0.4300
H 2.126 1.269 0.026  0.5102
O 2.696 1.657 0.796  -1.0431

---

4.
C3H10NO2 | wB97M-V/def2-TZVPD

Summary:
Maximum force (eV/A): 2.47
Orbital gap (alpha / beta) (eV): 10.5922 / 7.9934
Net charge: 0
HOMO (alpha / beta) (Ha): -0.36099 / -0.36835
Relative energy (zero: lowest compared OMol25 entry of this formula, charge and spin) (eV): 0.6775
Spin multiplicity: 2
LUMO level (alpha / beta) (eV): 0.77 / -2.03

Last column: Mulliken spin population.
Cartesian coordinates (Å):
C -0.715 0.869 0.114  0.0032
N -0.067 -0.380 0.544  0.0290
C 0.797 -0.914 -0.523  0.1349
C 0.165 -1.028 -1.972  0.0165
O -0.824 -1.899 -2.054  0.7880
H -1.254 1.354 0.924  0.0004
H -1.347 0.660 -0.752  0.0005
H -0.003 1.547 -0.370  0.0001
H -0.916 -0.954 0.508  0.0032
H 1.058 -1.929 -0.206  -0.0063
H 1.626 -0.166 -0.655  -0.0032
H 1.097 -1.312 -2.517  0.0325
H 0.066 0.052 -2.281  0.0014
H 0.200 2.129 2.894  -0.0001
H -0.071 0.621 2.885  -0.0001
O 0.187 1.350 3.461  -0.0002

---

5.
C3H10NO2 | wB97M-V/def2-TZVPD

Summary:
Maximum force (eV/A): 4.41
Orbital gap (alpha / beta) (eV): 10.5358 / 7.7613
Net charge: 0
HOMO (alpha / beta) (Ha): -0.35888 / -0.36869
Relative energy (zero: lowest compared OMol25 entry of this formula, charge and spin) (eV): 0.8174
Spin multiplicity: 2
LUMO level (alpha / beta) (eV): 0.77 / -2.27

Last column: Mulliken spin population.
Cartesian coordinates (Å):
C 0.000 -0.716 -1.229  0.0102
O 0.976 -0.954 -0.400  0.6959
C -1.148 0.102 -0.389  0.1401
C -1.296 -0.036 1.109  0.0020
N -0.754 1.545 -0.624  0.0681
H -0.639 -1.530 -1.647  0.0868
H 0.329 -0.132 -2.184  -0.0077
H -2.204 0.060 -0.716  -0.0024
H -0.313 -0.044 1.719  -0.0028
H -2.098 0.576 1.469  0.0051
H -1.484 -1.102 1.381  -0.0002
H 0.184 1.676 -0.216  0.0041
H -0.539 1.772 -1.593  -0.0015
H 2.558 -0.790 0.568  0.0017
H 3.218 0.261 1.467  -0.0001
O 3.211 -0.687 1.285  0.0008

---

6.
C3H10NO2 | wB97M-V/def2-TZVPD

Summary:
Maximum force (eV/A): 1.42
Orbital gap (eV): 12.3906
Net charge: +1
HOMO (Ha): -0.56179
Relative energy (zero: lowest compared OMol25 entry of this formula, charge and spin) (eV): 0.3150
LUMO level (eV): -2.90

Last column: natural (NBO) charge in e.
Cartesian coordinates (Å):
O -0.467 -0.143 1.883  -0.6392
C -0.795 0.795 2.565  0.6788
O -0.277 1.995 2.368  -0.6518
H -1.545 0.718 3.358  0.1376
H -0.557 2.612 3.060  0.5114
C 0.268 -1.836 -1.181  -0.4205
N 0.487 -0.462 -0.693  -0.5110
C 0.284 0.648 -1.683  -0.4156
H -0.032 -2.445 -0.328  0.2444
H 1.201 -2.236 -1.567  0.2352
H -0.491 -1.803 -1.947  0.2311
H -0.116 -0.243 0.118  0.4701
H 1.407 -0.312 -0.280  0.4310
H -0.653 0.453 -2.203  0.2287
H 0.159 1.565 -1.112  0.2352
H 1.126 0.694 -2.358  0.2347

---

7.
C3H10NO2 | wB97M-V/def2-TZVPD

Summary:
Maximum force (eV/A): 4.55
Orbital gap (eV): 11.3535
Net charge: +1
HOMO (Ha): -0.56772
Relative energy (zero: lowest compared OMol25 entry of this formula, charge and spin) (eV): 2.0051
LUMO level (eV): -4.10

Last column: natural (NBO) charge in e.
Cartesian coordinates (Å):
C 0.233 -0.355 1.609  -0.7635
C -1.822 0.051 -0.537  -0.2855
C 0.208 -0.817 0.219  0.9465
N 1.137 1.119 -0.817  -1.0520
O 1.231 -1.570 -0.105  -0.6292
O -0.749 -0.786 -0.650  -0.4223
H 1.199 -0.293 2.176  0.3039
H -0.407 0.588 1.587  0.2757
H -0.441 -1.094 2.234  0.2996
H -2.264 0.178 -1.488  0.2299
H -1.548 1.083 -0.223  0.2064
H -2.601 -0.293 0.099  0.2190
H 1.779 1.861 -0.375  0.4024
H 0.692 1.513 -1.572  0.3805
H 1.811 0.453 -1.147  0.3587
H 1.541 -1.637 -1.009  0.5299

---

8.
C3H10NO2S | wB97M-V/def2-TZVPD

Summary:
Maximum force (eV/A): 1.52
Orbital gap (alpha / beta) (eV): 7.9158 / 7.7831
Net charge: +1
HOMO (alpha / beta) (Ha): -0.51008 / -0.51096
Relative energy (zero: lowest compared OMol25 entry of this formula, charge and spin) (eV): 6.1466
LUMO level (alpha / beta) (eV): -5.96 / -6.12

Last column: natural (NBO) charge in e.
Cartesian coordinates (Å):
C -0.248 -1.107 0.605  -0.4466
C 0.621 1.142 0.821  -0.4487
C 0.773 -0.006 -1.321  -0.4482
N 0.119 0.117 -0.048  -0.0168
O -1.494 0.864 -0.727  -0.0890
O -2.429 1.090 0.168  -0.2722
S -3.706 0.002 0.313  0.3542
H -0.987 -0.922 1.383  0.2433
H -0.647 -1.824 -0.111  0.2464
H 0.629 -1.551 1.084  0.2497
H 0.706 2.086 0.286  0.2515
H -0.038 1.276 1.679  0.2460
H 1.611 0.863 1.190  0.2497
H 0.788 0.961 -1.821  0.2516
H 1.802 -0.352 -1.197  0.2515
H 0.239 -0.712 -1.952  0.2472
H -4.055 -0.028 -0.995  0.1306

---

Question: What is the formula in the seventh record?
Answer: C3H10NO2

---

What did the third record say?
C3H10NO2 | wB97M-V/def2-TZVPD

Summary:
Maximum force (eV/A): 1.78
Orbital gap (eV): 7.6336
Net charge: -1
HOMO (Ha): -0.12893
Relative energy (zero: lowest compared OMol25 entry of this formula, charge and spin) (eV): 0.4435
LUMO level (eV): 4.13

Last column: natural (NBO) charge in e.
Cartesian coordinates (Å):
C -0.615 -0.379 0.437  -0.2134
N -0.659 -0.344 -1.010  -0.6944
C 0.119 0.872 -1.533  0.1395
O 1.394 0.846 -1.149  -0.9365
C -1.637 -1.406 1.015  -0.6207
H -0.806 0.602 0.872  0.1767
H 0.350 -0.686 0.870  0.1616
H 0.036 -1.029 -1.314  0.3394
H 0.034 0.873 -2.644  0.0965
H -0.469 1.734 -1.110  0.0770
H -2.547 -1.240 0.438  0.2063
H -1.262 -2.412 0.803  0.1827
H -1.630 -1.287 2.094  0.1883
H 2.872 0.931 1.408  0.4300
H 2.126 1.269 0.026  0.5102
O 2.696 1.657 0.796  -1.0431